Record 1
Entry from the Open Molecules 2025 dataset: a molecular structure, C19H43EuOP3S at a distorted geometry (wB97M-V/def2-TZVPD).

Computed properties:
DFT total energy ... -2956.47411 hartree
Expectation value of S² ... 12.2273
Orbital gap (alpha / beta) ... 0.194 / 0.251 hartree
Relative energy (zero: lowest compared OMol25 entry of this formula, charge and spin) ... 0.0 kJ/mol
Charge ... +3
Multiplicity ... 7
LUMO energy (alpha / beta) ... -12.1 / -10.6 eV

Structure (XYZ):
```
68
Properties=species:S:1:pos:R:3:mulliken_charge:R:1
Eu 0.48252 -0.03463 -0.65194 0.414
P 1.27829 1.91817 1.49085 0.843
P 1.62137 -2.09169 1.02428 1.025
P -1.57712 0.33523 1.45339 0.837
H -2.04972 2.50029 -3.45207 0.238
C -2.57503 3.25494 -2.84969 -0.489
C -1.90527 4.12175 -2.07435 -0.494
H -0.81025 4.13892 -2.02761 0.199
C 2.84196 2.54880 0.76500 -1.204
C 1.85341 1.48920 3.18033 -1.275
C 0.39410 3.49944 1.79016 -1.200
C 1.34508 -3.72202 0.22256 -1.474
C 3.43881 -2.17166 1.27073 -1.118
C 1.06039 -2.47189 2.72886 -1.265
C -2.69835 1.66599 0.85721 -1.162
C -1.66078 0.63434 3.26413 -1.359
C -2.69927 -1.11113 1.33193 -1.226
H -3.66872 3.26370 -2.91918 0.286
H -2.43516 4.87956 -1.47865 0.279
H 2.63913 3.13150 -0.14452 0.328
H 3.50276 1.71201 0.49558 0.313
H 3.34203 3.18281 1.50993 0.520
H 2.26110 0.46836 3.17762 0.212
H 1.02411 1.53670 3.89689 0.398
H 2.64283 2.19102 3.48134 0.472
H -0.13260 3.79967 0.87362 0.256
H 1.12398 4.27596 2.05648 0.456
H -0.33967 3.39520 2.59967 0.391
H 1.74809 -4.50966 0.87477 0.550
H 1.86311 -3.75899 -0.74723 0.420
H 0.27298 -3.90479 0.05870 0.431
H 3.75655 -3.21121 1.43367 0.414
H 3.72706 -1.56246 2.13827 0.409
H 3.94843 -1.77548 0.38056 0.195
H 1.21591 -3.53876 2.94179 0.463
H -0.00860 -2.23765 2.83291 0.233
H 1.62354 -1.87126 3.45608 0.427
H -3.73990 1.34687 0.99807 0.473
H -2.52845 1.87345 -0.20843 0.180
H -2.51648 2.59031 1.42091 0.431
H -2.63158 0.28032 3.63849 0.494
H -1.55310 1.70198 3.49655 0.427
H -0.86228 0.07683 3.77097 0.314
H -3.56146 -0.93290 1.98935 0.552
H -2.17219 -2.01824 1.65934 0.325
H -3.04722 -1.26361 0.30101 0.272
C -1.78319 -2.05022 -2.17987 0.941
C -1.52712 -3.41699 -2.10134 -0.736
C -2.63528 -4.27007 -2.07458 -0.733
C -3.92929 -3.74867 -2.20190 -0.674
C -4.13330 -2.37652 -2.38493 -0.362
C -3.03880 -1.50403 -2.39020 -0.610
O -0.77510 -1.11490 -1.87969 -0.251
H 0.16186 -1.60368 -1.48531 0.203
H -0.49890 -3.78508 -2.04939 0.751
H -2.48463 -5.34499 -1.95849 0.439
H -4.78796 -4.42267 -2.17130 0.441
H -5.13778 -1.97684 -2.52440 0.444
H -3.13664 -0.42365 -2.52306 0.494
C 2.45210 2.41856 -3.04286 -0.616
S 2.39978 0.65177 -2.64768 0.192
C 4.15600 0.32001 -2.36019 -0.743
H 1.55800 2.90506 -2.63079 0.027
H 2.44182 2.51143 -4.13557 0.374
H 3.35711 2.88031 -2.63261 0.368
H 4.60510 0.03850 -3.32036 0.359
H 4.65490 1.20698 -1.95438 0.352
H 4.24698 -0.51960 -1.65946 0.128
```

---

Record 2
Entry from the Open Molecules 2025 dataset: C2H3N3O2 in the gas phase at a distorted geometry (wB97M-V/def2-TZVPD).

Computed properties:
DFT total energy ... -392.66073 hartree
Orbital gap ... 0.354 hartree
Relative energy (zero: lowest compared OMol25 entry of this formula, charge and spin) ... 348.7 kJ/mol
SMILES ... Nc1nc(O)no1
Multiplicity ... 1
LUMO energy ... 0.4 eV

Structure (XYZ):
```
10
Properties=species:S:1:pos:R:3:mulliken_charge:R:1
N 2.01467 -0.25480 0.15037 -0.521
C 0.73608 0.22994 -0.11836 0.585
N -0.31691 -0.64823 -0.02540 -0.580
C -1.37494 0.15193 0.08284 0.497
O -2.65896 -0.21802 -0.04429 -0.489
N -1.16303 1.51765 0.05576 -0.335
O 0.34732 1.43630 -0.02634 -0.207
H 2.09858 -1.38457 -0.25696 0.340
H 3.00934 0.42080 -0.08484 0.323
H -2.69215 -1.25099 0.26722 0.387
```